DFT (ωB97M-V/def2-TZVPD) results for C4H8N2O3 in the gas phase in a non-equilibrium geometry.

Each line ends with the Löwdin charge.
Geometry (Å):
C: 2.6508 -0.2165 0.1758  -0.096
C: 1.2695 -0.7977 -0.0889  -0.156
C: 0.1608 0.2177 0.1581  -0.422
O: 0.3938 1.3940 0.4245  0.058
N: -1.0253 -0.3916 0.5047  0.002
O: -1.2224 -1.7343 0.2992  0.003
C: -2.0943 0.4171 -0.2845  -0.448
N: -2.1035 1.7415 -0.1790  0.199
O: -3.0284 -0.2728 -0.6543  0.063
H: 2.8430 0.6274 -0.4820  0.075
H: 2.7275 0.1274 1.2053  0.079
H: 3.4141 -0.9779 0.0314  0.073
H: 1.1411 -1.6875 0.5323  0.117
H: 1.1590 -1.1484 -1.1168  0.125
H: -2.1271 -1.7616 -0.1118  0.109
H: -1.2212 2.2128 0.0037  0.092
H: -2.9375 2.2504 -0.4177  0.128

Cartesian forces (eV/Å) of the 3 atoms listed first:
C -0.13 0.05 -0.17
C 0.44 0.29 -0.32
C 3.11 -1.60 2.49

Largest force on an atom: 4.8 eV/Å
Orbital gap: 10.48 eV
ΔE to the lowest compared entry with this formula, charge and spin: 235.0 kJ/mol
Energy: -492.41346 Ha
Spin multiplicity: 1
LUMO level: 0.7 eV



DFT (ωB97M-V/def2-TZVPD) results for C4H8N2O3 in the gas phase in a non-equilibrium geometry.

Each line ends with the Löwdin charge.
Geometry (Å):
C: 1.5605 1.1797 -0.7364  -0.022
C: 0.7943 0.4761 0.3607  -0.311
O: -0.4129 1.1971 0.7536  -0.024
N: -1.5782 0.5688 0.2144  -0.143
O: -2.7295 1.2366 0.2147  0.115
C: -1.3305 -0.6107 -0.3410  -0.354
O: -2.1520 -1.3218 -0.8971  0.055
C: 0.3036 -0.9318 -0.0834  -0.248
N: 0.5460 -1.8642 0.9181  0.043
H: 1.9629 2.1786 -0.3364  0.115
H: 0.8720 1.1529 -1.6988  0.142
H: 2.3743 0.6122 -0.8805  0.025
H: 1.2195 0.2640 1.3402  0.142
H: -2.7758 1.5802 -0.6989  0.143
H: 0.8913 -1.4000 -0.8670  0.147
H: 0.2548 -2.7892 0.8966  0.062
H: 0.1998 -1.5285 1.8411  0.112

Cartesian forces (eV/Å) of the 3 atoms listed first:
C -3.31 2.63 0.65
C -1.74 -1.39 -0.19
O -0.90 1.05 0.00

Largest force on an atom: 4.7 eV/Å
Orbital gap: 9.65 eV
ΔE to the lowest compared entry with this formula, charge and spin: 567.6 kJ/mol
Energy: -492.28677 Ha
Spin multiplicity: 1
LUMO level: 0.7 eV



DFT (ωB97M-V/def2-TZVPD) results for C4H8N2O3 in the gas phase in a non-equilibrium geometry.

Each line ends with the Löwdin charge.
Geometry (Å):
C: 0.7798 1.4742 -0.7526  -0.066
C: 0.2849 0.6912 0.4179  -0.245
N: 1.2074 -0.4076 0.7629  0.111
C: 0.6559 -1.6717 0.7352  -0.602
O: 1.1750 -2.7126 1.0659  0.062
N: -0.6506 -1.5397 0.4209  0.159
C: -1.0352 -0.1291 0.0491  -0.523
O: -2.1404 0.1610 0.7853  0.076
O: -1.2802 -0.1717 -1.3677  0.013
H: 1.6775 0.9317 -1.2688  0.124
H: 1.1777 2.5509 -0.5667  0.111
H: 0.0358 1.5739 -1.4538  0.028
H: 0.0491 1.3589 1.2998  0.161
H: 2.1233 -0.3259 1.1796  0.150
H: -1.1151 -2.2971 -0.1674  0.192
H: -2.5015 1.0516 0.5552  0.143
H: -0.4433 -0.5380 -1.6948  0.108

Cartesian forces (eV/Å) of the 3 atoms listed first:
C 4.29 1.53 -0.11
C -0.19 -0.55 1.14
N -0.11 -0.05 0.09

Largest force on an atom: 4.6 eV/Å
Orbital gap: 10.31 eV
ΔE to the lowest compared entry with this formula, charge and spin: 110.0 kJ/mol
Energy: -492.46106 Ha
Spin multiplicity: 1
LUMO level: 0.5 eV



DFT (ωB97M-V/def2-TZVPD) results for 3 unconnected molecules or ions with the total composition C4H8N2O3 in a non-equilibrium geometry.

Each line ends with the Löwdin charge.
Geometry (Å):
C: -0.6628 -1.4489 -0.8959  -0.062
C: 2.4429 -0.2215 0.9952  -0.227
N: -0.5894 -0.0317 -0.6463  0.065
C: -2.6070 0.6341 -0.3002  -0.296
N: 1.8135 -0.1049 -0.2979  -0.036
C: -0.0946 0.7962 0.1191  -0.405
O: -2.8490 1.8497 0.2141  0.122
O: -3.4652 -0.1224 -0.6376  0.121
O: -0.0467 1.8511 0.6671  0.108
H: -2.0082 2.2720 0.4716  0.093
H: 2.2106 0.6883 -0.8044  0.049
H: -0.4920 -2.0110 0.0218  0.096
H: 0.0915 -1.7126 -1.6349  0.085
H: -1.6532 -1.6730 -1.2994  0.082
H: 2.1598 -1.1608 1.4791  0.063
H: 2.2085 0.6157 1.6703  0.064
H: 3.5414 -0.2202 0.8783  0.076

Cartesian forces (eV/Å) of the 3 atoms listed first:
C 0.32 -0.08 0.06
C 0.35 0.37 0.15
N -3.19 0.88 0.32

Largest force on an atom: 3.6 eV/Å
Orbital gap (spin up / spin down): 6.76 / 8.48 eV
ΔE to the lowest compared entry with this formula, charge and spin: 568.2 kJ/mol
Energy: -492.28654 Ha
Spin multiplicity: 1
LUMO level (spin up / spin down): -0.9 / -0.4 eV



Question: What is the energy in the first record?
Answer: -492.41346 Ha



Question: What is the ΔE to the lowest compared entry with this formula, charge and spin in the third record?
Answer: 110.0 kJ/mol



Question: Number 1 is which compound?
Answer: C4H8N2O3